No. 1
C3H4O3 | ωB97M-V with the def2-TZVPD basis set

Its frontier orbital gap is 9.2035 eV. Its energy relative to the best compared isomer or geometry (same formula, charge and spin) is 380.8 kJ/mol.

Element x y z (Å)
O: -0.58480 0.08824 -2.05310
C: -0.00569 -0.27563 -0.84319
C: 1.22071 -0.09665 1.59201
O: -0.09488 -0.14762 1.55958
C: -0.68709 0.32902 0.35788
O: -1.61291 1.07321 0.40008
H: -0.67646 1.04904 -2.06559
H: -0.07593 -1.36437 -0.74054
H: 1.05960 -0.01585 -0.73785
H: 1.45745 -0.63940 2.53072

Löwdin population analysis, charges in e, atoms 1 to 5: atom 1 (O): -0.016, atom 2 (C): -0.208, atom 3 (C): 0.107, atom 4 (O): -0.045, atom 5 (C): -0.413

No. 2
C12H26BBe2Br3ClCsN4O12PS | ωB97M-V with the def2-TZVPD basis set

As for the total charge: +1. Its frontier orbital gap is 1.5011 eV.

Element x y z (Å)
N: -0.63085 -0.92159 1.82343
C: -1.52741 -0.98580 0.60666
C: -2.82967 -1.97728 0.75789
C: -3.95525 -1.47457 1.83960
O: -4.80688 -2.62847 2.17326
B: -6.24489 -2.34309 1.85010
O: -6.29924 -0.87326 2.16657
C: -5.10637 -0.39661 1.39235
P: -4.56449 1.42646 1.55911
O: -4.01693 1.91784 -0.05821
O: -3.19929 1.45193 2.68428
S: -5.98192 2.60165 2.22138
H: -1.13012 -0.47826 2.63183
H: 0.16077 -0.26832 1.55502
H: -1.81682 0.11840 0.26795
H: -0.86016 -1.40680 -0.28926
H: -3.28411 -2.11652 -0.32193
H: -2.42808 -3.02586 1.14655
H: -3.45238 -1.22742 2.86784
H: -6.23901 -2.51541 0.67274
H: -7.07236 -3.04242 2.30439
H: -5.55064 -0.44732 0.28710
H: -3.33607 2.65719 0.06472
H: -2.33329 1.29580 2.18508
Be: -0.97236 -3.07879 1.58155
C: -0.63796 4.85720 -1.82663
C: -1.54975 4.84151 -0.64282
O: -0.99178 3.83831 0.18443
C: 0.32582 3.73050 -0.15614
O: 1.14804 3.08214 0.46937
O: 0.60312 4.44338 -1.28679
H: -0.55383 5.85126 -2.27430
H: -0.94304 4.14348 -2.59903
H: -1.54486 5.79187 -0.09868
H: -2.57939 4.59247 -0.91390
Br: -1.35602 -4.26519 -0.85440
C: -0.00838 -4.53975 -2.23763
C: -0.07591 -5.94181 -2.79589
Br: 0.73016 -7.22836 -1.57221
H: 0.96020 -4.29537 -1.79282
H: -0.24309 -3.80414 -3.01226
H: 0.51066 -6.01916 -3.71599
H: -1.09652 -6.28282 -2.99154
C: 3.93888 1.25986 -0.99009
N: 3.00406 0.40618 -1.77173
O: 3.05971 0.48746 -3.00438
O: 2.24082 -0.32130 -1.12589
H: 4.54741 1.84426 -1.68350
H: 3.33618 1.91605 -0.35872
H: 4.56640 0.59772 -0.39008
Cl: -1.57236 2.65432 -2.34006
C: 7.99658 -0.21008 -1.88018
C: 7.22586 0.42961 -0.73689
N: 6.58656 0.96041 0.21156
H: 7.80901 0.33682 -2.80831
H: 9.06847 -0.18920 -1.66497
H: 7.67935 -1.24869 -2.00860
Cs: -4.87236 -2.43422 -0.48650
N: 6.22765 1.50203 3.48591
O: 7.13617 0.71498 3.79951
O: 5.05947 1.09250 3.38229
O: 6.48726 2.69841 3.27596
Be: -1.57236 4.77295 2.09237
Br: 6.82764 -2.32705 -0.85049

Löwdin population analysis, charges in e, atoms 1 to 5: atom 1 (N): 0.033, atom 2 (C): -0.257, atom 3 (C): -0.456, atom 4 (C): -0.333, atom 5 (O): -0.202

No. 3
C4H7NO2 | ωB97M-V with the def2-TZVPD basis set

Its frontier orbital gap is 9.9473 eV. The SMILES is O=C[C@@H]1NCC1=O.[H][H]. Its energy relative to the best compared isomer or geometry (same formula, charge and spin) is 338.6 kJ/mol.

Element x y z (Å)
O: 1.88090 0.09120 1.48717
C: 1.58584 -0.49718 0.47905
C: 0.80393 0.17370 -0.64425
N: 0.33940 1.47572 -0.24103
C: -1.07198 1.13860 -0.15705
C: -0.69226 -0.22823 -0.73164
O: -1.28210 -1.16997 -1.17291
H: 1.85611 -1.55962 0.32752
H: 1.33017 0.04603 -1.60497
H: 0.73534 2.34830 -0.52035
H: -1.42242 1.07498 0.88258
H: -1.79326 1.71306 -0.75088
H: -1.11062 -2.24684 1.69204
H: -1.18883 -2.36222 0.96173

Löwdin population analysis, charges in e, atoms 1 to 5: atom 1 (O): 0.064, atom 2 (C): -0.217, atom 3 (C): -0.217, atom 4 (N): -0.012, atom 5 (C): -0.090

No. 4
C4H9NO | ωB97M-V with the def2-TZVPD basis set

Its frontier orbital gap is 10.0049 eV. The SMILES is CC(=O)N(C)C. Its energy relative to the best compared isomer or geometry (same formula, charge and spin) is 57.9 kJ/mol.

Element x y z (Å)
C: -1.89474 -0.49863 0.35068
C: -0.48319 -0.96117 0.03867
O: -0.20984 -2.15210 -0.01059
N: 0.46049 0.01216 -0.16067
C: 1.83425 -0.40960 -0.37881
C: 0.17752 1.43041 -0.00176
H: -2.19266 0.41408 -0.17289
H: -2.56898 -1.31288 0.08237
H: -1.98555 -0.31822 1.42874
H: 2.30729 0.23682 -1.12455
H: 1.82665 -1.43880 -0.74002
H: 2.42013 -0.37424 0.54965
H: -0.56419 1.78507 -0.72900
H: -0.18397 1.67933 1.00530
H: 1.09831 1.99503 -0.17099

Löwdin population analysis, charges in e, atoms 1 to 5: atom 1 (C): -0.004, atom 2 (C): -0.513, atom 3 (O): 0.030, atom 4 (N): -0.165, atom 5 (C): -0.051